Molecular formula: C21H34ClN4
Method: DFT, ωB97M-V/def2-TZVPD

Results
LUMO level in eV: -3.259
Orbital gap in eV: 7.4
HOMO energy in Eh: -0.3901
Relative energy (zero: lowest compared OMol25 entry of this formula, charge and spin) in eV: 3.8287

Geometry as ORCA input:
```
! wB97M-V def2-TZVPD RIJCOSX def2/J DEFGRID3
* xyz 1 1
N 0.679 -2.619 -2.189
C 0.043 -1.304 -2.672
N -0.542 -1.609 -4.059
N 1.132 -0.297 -2.873
C -1.160 -0.919 -1.654
C -1.065 0.525 -0.900
N -1.414 1.808 -1.664
C -0.251 2.774 -1.657
C 0.616 2.269 -0.343
C 0.144 0.773 0.230
C -0.230 0.795 1.808
C 0.670 -0.100 2.817
C 1.992 -0.825 2.201
Cl 2.987 -1.738 3.500
H -0.151 -3.280 -2.160
H 0.881 -2.434 -1.166
H 0.313 -1.627 -4.679
H -0.942 -2.580 -4.070
H 0.805 0.658 -3.119
H 1.879 -0.311 -2.148
H -2.199 -1.002 -2.204
H -1.174 -1.755 -0.802
H -2.005 0.466 -0.166
H -2.020 1.707 -2.505
H -2.081 2.281 -0.984
H 0.367 2.756 -2.678
H -0.507 3.928 -1.581
H 1.674 2.041 -0.838
H 0.906 3.082 0.456
H 0.982 0.090 -0.209
H -1.364 0.451 1.956
H -0.204 1.915 2.214
H -0.029 -0.954 3.256
H 1.049 0.615 3.695
H 2.742 -0.065 1.675
H 1.725 -1.621 1.353
C -3.637 1.502 -5.665
C -4.307 2.652 -6.080
C -3.585 3.783 -6.461
C -2.190 3.760 -6.436
C -1.519 2.608 -6.025
C -2.242 1.481 -5.635
H -4.200 0.623 -5.365
H -5.394 2.668 -6.106
H -4.108 4.681 -6.778
H -1.627 4.639 -6.738
H -0.432 2.590 -6.007
H -1.719 0.586 -5.309
C 2.497 -2.449 6.599
C 2.747 -3.805 6.807
C 2.815 -4.311 8.105
C 2.622 -3.463 9.195
C 2.367 -2.107 8.987
C 2.309 -1.599 7.690
H 2.447 -2.054 5.588
H 2.891 -4.467 5.957
H 3.017 -5.366 8.267
H 2.669 -3.858 10.207
H 2.215 -1.446 9.837
H 2.116 -0.542 7.528
*
```

---

Molecular formula: C5H14OS2Si
Method: DFT, ωB97M-V/def2-TZVPD

Results
LUMO level (alpha / beta) in eV: -0.007 / 0.006
Orbital gap (alpha / beta) in eV: 7.3 / 7.2
HOMO energy (alpha / beta) in Eh: -0.2696 / -0.2650
Relative energy (zero: lowest compared OMol25 entry of this formula, charge and spin) in eV: 6.2699

Geometry as ORCA input:
```
! wB97M-V def2-TZVPD RIJCOSX def2/J DEFGRID3
* xyz 0 1
C 2.360 -3.023 0.317
C 1.804 2.600 0.635
C -1.822 -0.387 -0.675
C -0.903 0.636 -0.143
C -3.331 0.014 -0.583
O 2.469 -1.612 0.530
Si 2.057 -0.287 -0.350
S -3.692 0.661 1.105
S 3.087 1.279 0.484
H 2.917 -3.383 -0.602
H 1.301 -3.364 0.259
H 2.808 -3.651 1.152
H 1.084 2.519 1.410
H 1.296 2.491 -0.352
H 2.502 3.476 0.926
H -1.364 -0.492 -1.660
H -1.757 -1.298 -0.037
H -0.766 1.528 -0.756
H -1.146 0.933 0.866
H -3.952 -0.860 -0.555
H -3.638 0.930 -1.203
H 1.977 -0.581 -1.720
H -3.289 1.870 0.952
*
```

---

Molecular formula: C34H38CsN11O2S5
Method: DFT, ωB97M-V/def2-TZVPD

Results
LUMO level in eV: 3.487
Orbital gap in eV: 2.6
HOMO energy in Eh: 0.0316

Geometry as ORCA input:
```
! wB97M-V def2-TZVPD RIJCOSX def2/J DEFGRID3
* xyz -2 1
Cs -0.828 0.232 0.720
C -4.511 -2.197 -1.147
S -5.469 -2.326 0.390
C -3.991 -2.511 1.506
S -3.525 -4.061 1.929
N -3.419 -1.421 1.894
N -3.549 -0.223 1.345
C -3.651 0.790 2.127
C -3.571 2.157 1.663
C -3.894 3.192 2.557
C -3.806 4.504 2.145
C -3.369 4.775 0.854
C -3.085 3.693 0.034
N -3.198 2.424 0.401
H -5.227 -2.131 -1.964
H -3.892 -3.086 -1.258
H -3.891 -1.302 -1.114
H -3.796 0.638 3.199
H -4.223 2.938 3.557
H -4.069 5.308 2.822
H -3.257 5.789 0.499
H -2.746 3.857 -0.985
N -0.178 8.350 3.341
C 0.217 7.030 3.074
C -0.705 5.991 3.168
C -0.337 4.698 2.831
C 0.952 4.439 2.403
C 1.879 5.462 2.308
C 1.517 6.753 2.646
S 1.386 2.753 1.995
O 0.808 1.948 3.058
O 2.826 2.688 1.906
N 0.622 2.323 0.666
C 0.585 3.102 -0.419
N 1.161 4.330 -0.427
C 1.083 5.038 -1.538
C 0.430 4.598 -2.677
C -0.164 3.347 -2.561
N -0.103 2.602 -1.479
H -0.984 8.432 3.937
H 0.569 8.970 3.604
H -1.712 6.202 3.514
H -1.037 3.874 2.898
H 2.872 5.216 1.956
H 2.236 7.563 2.580
H 1.565 6.014 -1.506
H 0.385 5.181 -3.585
H -0.731 2.922 -3.387
C 1.577 -3.467 2.465
S 1.557 -1.770 1.835
C 2.674 -0.993 3.026
H 1.373 -3.465 3.535
H 2.539 -3.940 2.262
H 0.785 -4.002 1.945
H 3.700 -1.311 2.841
H 2.369 -1.254 4.039
H 2.588 0.083 2.884
N -1.863 -0.234 -5.479
C -2.571 -1.414 -5.449
C -2.210 -2.018 -4.278
N -1.309 -1.239 -3.603
C -1.118 -0.182 -4.340
H -1.883 0.454 -6.207
H -3.238 -1.703 -6.242
H -2.538 -2.965 -3.880
H -0.445 0.629 -4.104
S 2.805 -6.554 -3.017
C 1.945 -5.147 -2.315
C 0.585 -5.225 -2.048
C -0.020 -4.141 -1.429
N 0.633 -3.037 -1.085
C 1.933 -2.966 -1.360
C 2.636 -3.993 -1.973
C 3.315 -7.285 -1.474
C 4.519 -6.925 -0.878
C 4.847 -7.487 0.342
N 4.083 -8.366 0.992
C 2.933 -8.699 0.407
C 2.505 -8.198 -0.809
H 0.017 -6.107 -2.314
H -1.078 -4.163 -1.186
H 2.429 -2.040 -1.085
H 3.692 -3.893 -2.183
H 5.177 -6.216 -1.362
H 5.775 -7.222 0.837
H 2.322 -9.409 0.955
H 1.559 -8.503 -1.236
C 2.944 0.831 -2.229
H 3.291 0.586 -1.228
H 2.832 1.894 -2.427
H 2.156 0.192 -2.623
*
```

---

Molecular formula: C4H6N2O
Method: DFT, ωB97M-V/def2-TZVPD

Results
LUMO level in eV: 0.869
Structure (SMILES): O=C1NC[C@H]2CN12
Orbital gap in eV: 10.6
HOMO energy in Eh: -0.3587
Relative energy (zero: lowest compared OMol25 entry of this formula, charge and spin) in eV: 1.2169

Geometry as ORCA input:
```
! wB97M-V def2-TZVPD RIJCOSX def2/J DEFGRID3
* xyz 0 1
O 1.314 2.162 0.728
C 0.833 1.179 0.220
N 1.436 -0.048 0.076
C 0.512 -1.112 -0.260
C -0.712 -0.302 -0.689
C -1.484 0.385 0.369
N -0.464 1.106 -0.395
H 2.341 -0.202 0.491
H 0.300 -1.754 0.606
H 0.884 -1.743 -1.073
H -1.152 -0.510 -1.660
H -2.502 0.715 0.177
H -1.277 0.117 1.404
*
```

---

Molecular formula: C19H16Co2NO6
Method: DFT, ωB97M-V/def2-TZVPD

Results
LUMO level in eV: 2.908
Orbital gap in eV: 6.9
HOMO energy in Eh: -0.1464
Relative energy (zero: lowest compared OMol25 entry of this formula, charge and spin) in eV: 0.0000

Geometry as ORCA input:
```
! wB97M-V def2-TZVPD RIJCOSX def2/J DEFGRID3
* xyz -1 1
O -1.844 1.029 3.196
C -2.015 1.648 2.236
Co -1.992 2.429 0.656
C -3.495 1.750 -0.016
O -4.498 1.297 -0.384
C -2.270 4.138 0.965
O -2.415 5.259 1.221
C -0.011 2.029 0.357
C 0.857 2.339 1.469
C 0.650 3.451 2.317
C 1.185 3.467 3.598
C 2.092 2.470 3.974
C 2.412 1.438 3.087
C 1.830 1.387 1.823
C -0.125 0.782 -0.369
C -0.244 -0.522 -0.072
Co -0.342 2.211 -1.358
C -0.407 3.992 -1.533
O -0.440 5.136 -1.730
C 0.984 1.806 -2.477
O 1.848 1.508 -3.185
C -1.697 1.751 -2.432
O -2.490 1.546 -3.244
H 0.056 4.279 1.936
H 0.894 4.234 4.315
H 2.538 2.493 4.977
H 3.135 0.674 3.369
H 2.094 0.593 1.124
H -1.029 -1.104 -0.560
H 0.260 -0.943 0.804
C 0.249 -5.639 -1.356
C -0.035 -5.022 -2.754
C 0.214 -3.504 -2.612
N 0.739 -3.324 -1.298
C 0.645 -4.460 -0.440
H -0.632 -6.158 -0.968
H 1.083 -6.344 -1.419
H 0.656 -5.435 -3.494
H -1.062 -5.222 -3.069
H 0.920 -3.139 -3.376
H -0.726 -2.940 -2.754
H 0.944 -2.408 -0.942
H -0.116 -4.319 0.348
H 1.600 -4.654 0.072
*
```

---

Molecular formula: C3H4ClF
Method: DFT, ωB97M-V/def2-TZVPD

Results
LUMO level in eV: 0.844
Structure (SMILES): C/C=C(/F)Cl
Orbital gap in eV: 10.4
HOMO energy in Eh: -0.3496
Relative energy (zero: lowest compared OMol25 entry of this formula, charge and spin) in eV: 0.4868

Geometry as ORCA input:
```
! wB97M-V def2-TZVPD RIJCOSX def2/J DEFGRID3
* xyz 0 1
C -1.072 -0.605 0.005
C -0.113 0.531 -0.162
C 1.223 0.463 -0.126
F 1.841 1.631 -0.001
Cl 2.426 -0.842 -0.030
H -1.535 -0.463 0.942
H -1.843 -0.701 -0.800
H -0.618 -1.559 -0.005
H -0.310 1.545 0.177
*
```

---

Molecular formula: C22H17BrCl3NO2S
Method: DFT, ωB97M-V/def2-TZVPD

Results
LUMO level in eV: -1.219
Structure (SMILES): C=Cc1cc(N=C=S)c2c(c1)C(=O)c1c([C@H](Br)CC)ccc(Cl)c1C2=O.ClCCCl
Orbital gap in eV: 7.7
HOMO energy in Eh: -0.3279

Geometry as ORCA input:
```
! wB97M-V def2-TZVPD RIJCOSX def2/J DEFGRID3
* xyz 0 1
C -4.197 4.624 0.951
C -4.626 4.493 -0.408
C -3.626 3.661 -1.348
C -3.206 4.081 -2.772
C -2.187 3.260 -3.646
N -1.764 3.709 -5.002
C -0.493 4.024 -4.962
S 1.172 4.016 -5.089
C -1.603 1.964 -3.018
C -2.045 1.554 -1.563
C -3.037 2.352 -0.697
C -1.350 0.223 -0.974
O -1.975 -0.649 -0.318
C 0.215 0.079 -1.345
C 1.289 -0.413 -0.315
C 0.788 -0.731 1.164
Br 0.063 0.929 2.057
C 1.933 -1.282 2.147
C 2.570 -2.697 1.709
C 2.744 -0.522 -0.827
C 3.150 -0.179 -2.291
C 2.097 0.331 -3.332
Cl 2.592 0.772 -5.022
C 0.638 0.459 -2.811
C -0.545 1.001 -3.768
O -0.667 0.681 -4.972
H -3.093 4.431 1.218
H -4.889 4.861 1.820
H -5.608 4.928 -0.801
H -3.635 5.058 -3.189
H -3.308 2.018 0.370
H -0.014 -1.550 1.073
H 1.408 -1.457 3.174
H 2.710 -0.457 2.352
H 1.874 -3.514 2.098
H 3.588 -2.787 2.237
H 2.716 -2.829 0.586
H 3.589 -0.856 -0.126
H 4.229 -0.255 -2.646
Cl 0.245 -5.988 3.243
C 1.660 -6.023 4.325
C 1.580 -4.964 5.406
Cl 1.747 -3.317 4.746
H 2.557 -5.906 3.714
H 1.686 -7.015 4.780
H 2.393 -5.102 6.122
H 0.636 -5.016 5.950
*
```

---

Molecular formula: C5H6O
Method: DFT, ωB97M-V/def2-TZVPD

Results
LUMO level in eV: 0.750
Structure (SMILES): C#C[C@@H](C)C=O
Orbital gap in eV: 10.4
HOMO energy in Eh: -0.3557
Relative energy (zero: lowest compared OMol25 entry of this formula, charge and spin) in eV: 2.8531

Geometry as ORCA input:
```
! wB97M-V def2-TZVPD RIJCOSX def2/J DEFGRID3
* xyz 0 1
C 1.788 -1.051 -0.879
C 0.834 -0.796 -0.190
C -0.267 -0.148 0.576
C -0.035 1.353 0.285
C -1.425 -0.841 -0.112
O -1.173 -1.369 -1.169
H 2.816 -1.017 -1.126
H -0.309 -0.281 1.676
H 0.970 1.587 0.652
H -0.028 1.501 -0.797
H -0.745 2.037 0.755
H -2.424 -0.975 0.327
*
```

---

Molecular formula: C5H11NS3
Method: DFT, ωB97M-V/def2-TZVPD

Results
LUMO level in eV: -0.001
Structure (SMILES): CCC(=S)N(SC)SC
Orbital gap in eV: 8.1
HOMO energy in Eh: -0.2989
Relative energy (zero: lowest compared OMol25 entry of this formula, charge and spin) in eV: 2.1184

Geometry as ORCA input:
```
! wB97M-V def2-TZVPD RIJCOSX def2/J DEFGRID3
* xyz 0 1
C -3.103 -1.023 0.314
C -1.867 -0.067 0.452
C -0.646 -0.805 0.031
S -0.500 -2.323 -0.530
N 0.706 0.048 0.186
S 0.638 1.495 -0.614
C 1.277 2.716 0.593
S 2.059 -0.838 0.506
C 2.805 -1.222 -1.090
H -3.958 -0.518 0.431
H -3.258 -1.414 -0.703
H -3.060 -1.813 1.152
H -1.730 0.306 1.398
H -2.118 0.754 -0.219
H 0.498 2.815 1.364
H 1.494 3.630 -0.003
H 2.337 2.364 0.911
H 3.741 -0.838 -1.143
H 1.956 -0.894 -1.754
H 2.731 -2.372 -1.282
*
```

---

Molecular formula: C3H11NO2
Method: DFT, ωB97M-V/def2-TZVPD

Results
LUMO level in eV: 0.833
Structure (SMILES): C/C=C/N.O.O
Orbital gap in eV: 9.3
HOMO energy in Eh: -0.3108
Relative energy (zero: lowest compared OMol25 entry of this formula, charge and spin) in eV: 0.5605

Geometry as ORCA input:
```
! wB97M-V def2-TZVPD RIJCOSX def2/J DEFGRID3
* xyz 0 1
C 2.469 -0.664 -0.510
C 1.097 -1.093 -0.923
C 0.126 -0.258 -1.264
N -1.106 -0.634 -1.825
H 2.463 0.356 -0.123
H 2.876 -1.286 0.286
H 3.163 -0.721 -1.356
H 0.986 -2.105 -1.295
H 0.236 0.802 -1.077
H -1.456 0.031 -2.509
H -1.095 -1.533 -2.280
O -2.642 -0.120 0.921
H -2.269 -0.692 0.230
H -3.594 -0.171 0.772
O 0.688 2.357 2.816
H 0.580 1.705 3.523
H 0.123 2.017 2.112
*
```

---

Molecular formula: C4H7NO2
Method: DFT, ωB97M-V/def2-TZVPD

Results
LUMO level in eV: 0.886
Structure (SMILES): C=CNCOC=O
Orbital gap in eV: 10.0
HOMO energy in Eh: -0.3335
Relative energy (zero: lowest compared OMol25 entry of this formula, charge and spin) in eV: 2.0191

Geometry as ORCA input:
```
! wB97M-V def2-TZVPD RIJCOSX def2/J DEFGRID3
* xyz 0 1
C 2.717 1.667 -0.419
C 1.654 1.224 0.224
N 0.352 1.236 -0.295
C -0.648 0.474 0.180
O -0.355 -1.164 -0.291
C -1.339 -1.898 0.142
O -2.398 -1.508 0.572
H 2.565 2.116 -1.394
H 3.715 1.599 -0.020
H 1.690 0.812 1.225
H 0.222 1.704 -1.177
H -1.557 0.501 -0.395
H -0.694 0.247 1.231
H -1.115 -2.976 0.082
*
```

---

Molecular formula: C20H34ClN2O14
Method: DFT, ωB97M-V/def2-TZVPD

Results
LUMO level in eV: 2.208
Orbital gap in eV: 9.8
HOMO energy in Eh: -0.2803
Relative energy (zero: lowest compared OMol25 entry of this formula, charge and spin) in eV: 0.0000

Geometry as ORCA input:
```
! wB97M-V def2-TZVPD RIJCOSX def2/J DEFGRID3
* xyz -1 1
Cl -1.441 -25.668 23.587
O -2.061 -26.342 22.461
O -0.957 -26.628 24.549
O -0.330 -24.882 23.099
O -2.409 -24.796 24.195
O 2.349 -27.664 19.742
C 1.285 -27.283 20.194
N 0.987 -27.406 21.526
C 0.288 -26.555 19.345
H 1.570 -28.117 21.939
H 0.019 -27.248 21.769
H 0.650 -26.427 18.328
H 0.074 -25.543 19.701
H -0.685 -27.050 19.299
O 2.683 -30.366 25.866
C 1.652 -29.783 25.551
N 1.647 -28.444 25.377
C 0.364 -30.590 25.399
H 0.864 -27.899 25.051
H 2.512 -27.978 25.590
H 0.535 -31.175 24.499
H -0.528 -29.977 25.429
H 0.369 -31.212 26.291
O 0.931 -20.397 21.336
C 1.053 -20.356 22.524
O 1.195 -19.187 23.195
C 1.218 -19.450 24.612
C 0.631 -20.834 24.778
C 1.113 -21.519 23.499
H 0.640 -18.659 25.090
H 2.233 -19.397 25.012
H -0.461 -20.900 24.829
H 0.918 -21.312 25.717
H 0.538 -22.363 23.135
H 2.164 -21.790 23.628
O -5.041 -28.289 16.252
C -4.725 -28.306 17.408
O -5.256 -29.190 18.286
C -4.647 -29.078 19.580
C -3.492 -28.078 19.460
C -3.762 -27.363 18.121
H -4.270 -30.058 19.865
H -5.424 -28.765 20.275
H -2.544 -28.608 19.400
H -3.445 -27.289 20.206
H -2.924 -27.359 17.424
H -4.215 -26.381 18.204
O -3.896 -20.246 21.599
C -3.096 -20.964 21.077
O -3.007 -21.064 19.735
C -1.956 -21.956 19.342
C -1.536 -22.734 20.576
C -2.073 -21.857 21.733
H -1.145 -21.432 18.837
H -2.403 -22.612 18.591
H -0.479 -22.922 20.733
H -2.075 -23.678 20.651
H -1.336 -21.375 22.363
H -2.627 -22.445 22.475
O -4.541 -31.074 28.043
C -4.214 -30.138 27.371
O -3.106 -30.153 26.610
C -2.820 -28.877 26.031
C -4.032 -27.986 26.252
C -4.880 -28.784 27.272
H -2.471 -28.966 25.006
H -1.964 -28.424 26.548
H -4.644 -27.870 25.358
H -3.882 -26.995 26.668
H -5.905 -28.904 26.925
H -4.947 -28.325 28.256
*
```